DFT (ωB97M-V with the def2-TZVPD basis set) results for C39H43Cl2IrN4PS as an isolated structure.

The total energy is -95094.545 eV. Its spin multiplicity is 2. As for the total charge: +2. The value obtained for the highest occupied orbital energy (alpha / beta) is -0.463 / -0.463 Ha. As for the frontier orbital gap (alpha / beta): 4.319 / 4.500 eV.

Each line ends with the Mulliken spin population.
CARTESIAN COORDINATES (ANGSTROEM)
Ir -0.832 0.167 -0.120  0.654
Cl -0.101 -2.373 0.814  0.084
C -1.383 -3.508 0.686  -0.001
C -1.141 -4.829 0.997  -0.005
C -2.179 -5.746 0.914  0.005
C -3.442 -5.341 0.520  -0.001
C -3.680 -4.019 0.181  -0.001
Cl -5.238 -3.530 -0.330  0.001
C -2.642 -3.063 0.255  0.013
S -2.972 -1.434 -0.203  0.069
H -0.155 -5.140 1.302  0.003
H -1.998 -6.779 1.158  0.000
H -4.251 -6.050 0.469  0.000
C 0.709 -1.073 3.742  0.006
C 0.657 0.424 3.436  0.014
C 1.650 1.186 4.319  0.002
P 0.747 0.769 1.593  0.191
C 1.116 2.600 1.491  -0.006
C 0.051 3.444 2.190  -0.001
C 1.212 3.033 0.030  0.000
C 2.172 -0.164 0.924  -0.063
C 3.291 -0.488 1.673  0.001
C 4.299 -1.322 1.186  0.013
C 5.476 -1.696 2.010  0.000
C 4.162 -1.834 -0.111  0.002
C 3.094 -1.493 -0.895  -0.001
C 2.064 -0.645 -0.413  0.043
N 0.986 -0.386 -1.189  0.006
C 1.137 -0.401 -2.563  0.008
C 2.079 0.450 -3.203  -0.004
C 3.127 1.240 -2.489  0.002
C 2.039 0.577 -4.579  -0.002
C 1.169 -0.149 -5.391  -0.005
C 1.166 0.066 -6.863  0.000
C 0.342 -1.081 -4.763  -0.003
C 0.306 -1.213 -3.386  -0.014
C -0.549 -2.263 -2.758  0.005
H 0.785 -1.211 4.819  0.000
H 1.568 -1.557 3.283  0.001
H -0.191 -1.580 3.411  -0.002
H -0.343 0.791 3.702  -0.005
H 2.677 0.863 4.183  -0.001
H 1.383 0.981 5.355  0.002
H 1.601 2.262 4.187  0.000
H 2.089 2.738 1.979  0.000
H -0.845 3.501 1.578  -0.001
H 0.432 4.456 2.313  0.000
H -0.225 3.072 3.172  0.000
H 0.330 2.705 -0.530  -0.003
H 2.101 2.630 -0.442  0.000
H 1.258 4.118 -0.030  -0.001
H 3.395 -0.094 2.670  -0.001
H 5.554 -1.104 2.915  0.000
H 6.391 -1.588 1.431  0.000
H 5.409 -2.746 2.296  0.001
H 4.911 -2.513 -0.490  0.000
H 2.993 -1.904 -1.890  0.000
H 3.047 1.185 -1.410  0.002
H 3.101 2.280 -2.805  0.000
H 4.102 0.841 -2.764  0.000
H 2.733 1.260 -5.046  0.000
H 2.181 0.100 -7.255  0.000
H 0.716 1.033 -7.096  -0.001
H 0.607 -0.705 -7.387  0.000
H -0.284 -1.720 -5.369  0.000
H -1.067 -2.837 -3.519  0.000
H -1.293 -1.812 -2.095  0.001
H 0.060 -2.947 -2.168  -0.001
C -3.553 1.481 4.834  0.001
C -3.707 2.571 3.989  0.000
C -3.293 2.500 2.680  -0.001
C -2.698 1.322 2.185  0.000
C -2.534 0.234 3.051  0.008
C -2.964 0.317 4.360  0.002
N -2.370 1.238 0.850  -0.039
N -2.968 2.070 0.070  -0.004
C -2.785 2.084 -1.233  -0.017
C -3.623 2.892 -2.034  -0.001
C -3.426 2.932 -3.385  -0.002
C -2.399 2.157 -3.938  0.001
C -1.621 1.384 -3.104  -0.003
N -1.785 1.328 -1.783  0.046
H -3.902 1.531 5.851  0.000
H -4.164 3.477 4.353  0.000
H -3.439 3.329 2.002  0.000
H -2.112 -0.689 2.673  0.002
H -2.847 -0.535 5.011  0.000
H -4.414 3.435 -1.545  0.000
H -4.041 3.559 -4.010  0.000
H -2.197 2.162 -4.995  0.001
H -0.827 0.786 -3.520  0.002